The following is a quantum chemistry calculation of a structure of composition C26H39N10O4RbS2SeSi, from the OMol25 dataset.

The calculation puts the energy above the lowest of the compared OMol25 structures with the same formula, charge and spin at 26.7 kJ/mol. As for the LUMO energy: -0.9 eV.

```
! RIJCOSX wB97M-V def2-TZVPD def2/J DEFGRID3
* xyz 0 1
Rb -1.09161 -0.38181 -0.51116
C -6.65543 0.94519 -0.73048
N -5.90858 1.11678 0.49364
C -6.36791 0.80903 1.76463
C -5.39216 1.11697 2.63453
N -4.33496 1.60111 1.88415
C -4.64162 1.60837 0.55969
S -3.68235 2.14932 -0.69154
H -7.25392 0.03698 -0.67103
H -5.95700 0.87372 -1.55807
H -7.31508 1.79691 -0.90396
H -7.34394 0.38721 1.92803
H -5.35207 1.02724 3.70469
H -3.46118 1.94840 2.23298
C 8.82836 3.37713 -2.67554
C 7.48521 2.66472 -2.58779
S 6.57691 3.38367 -1.20651
O 7.24573 3.03160 0.01449
O 6.32754 4.77000 -1.50397
C 4.97363 2.54819 -1.24078
C 5.12760 1.02937 -1.18324
N 3.94855 0.38479 -0.60971
C 2.69160 0.47882 -1.10790
N 1.80014 -0.08035 -0.31209
C 2.48379 -0.56961 0.74650
C 3.81815 -0.29131 0.59892
N 4.86558 -0.72266 1.45168
O 6.02440 -0.64201 1.07474
O 4.53278 -1.16230 2.53165
C 2.37546 1.12438 -2.40964
H 9.41482 2.99048 -3.50662
H 9.38770 3.22920 -1.75249
H 8.67586 4.44594 -2.81873
H 7.59697 1.60131 -2.37634
H 6.87181 2.82073 -3.47569
H 4.47288 2.91486 -2.13528
H 4.46134 2.92861 -0.35572
H 5.97226 0.77313 -0.55528
H 5.29839 0.61726 -2.17924
H 2.01220 -1.11346 1.54816
H 3.13351 0.88972 -3.15788
H 2.31144 2.20897 -2.30271
H 1.41173 0.75849 -2.75346
C -0.97892 -3.66067 2.38438
Si -0.81295 -4.52812 0.68758
C -2.53614 -4.95208 0.00063
C -0.00786 -6.20508 1.12424
C 0.07597 -3.45008 -0.47176
H -1.87996 -3.96991 2.92478
H -1.01027 -2.57368 2.26965
H -0.11834 -3.90232 3.01459
H -3.22387 -5.30426 0.77655
H -2.46188 -5.73260 -0.76044
H -2.98631 -4.07580 -0.47310
H -0.62737 -6.81092 1.79650
H 0.95165 -6.03378 1.61910
H 0.18526 -6.79416 0.22522
H 0.00875 -3.65846 -1.54151
H 1.04834 -3.04557 -0.18067
N 0.83739 5.77337 -1.77241
C 0.56104 4.82740 -0.83092
C 0.05378 3.55909 -1.17322
N -0.13346 2.61885 -0.27060
C 0.15800 2.91806 0.99776
C 0.62215 4.17371 1.34135
N 0.82773 5.12704 0.43816
H 0.42818 5.70060 -2.68559
H 1.07441 6.69058 -1.43660
H -0.21231 3.32621 -2.20040
H 0.02530 2.13578 1.73586
H 0.84158 4.43705 2.36962
Se -4.13074 -1.68770 -1.85224
N -3.55960 -1.35782 -0.21846
C -4.32146 -2.06268 0.60932
C -4.12661 -2.14509 2.00972
C -4.97035 -2.92419 2.74092
C -6.03928 -3.63813 2.13324
C -6.25411 -3.59775 0.78820
C -5.38776 -2.81409 -0.01505
N -5.45597 -2.72205 -1.33754
H -3.29536 -1.62295 2.46389
H -4.81291 -3.02128 3.80750
H -6.68598 -4.24822 2.75034
H -7.03831 -4.17344 0.31576
*
```

natural (NBO) population analysis, charges in e, atoms 1 to 2: number 1, Rb, carries 0.8742; number 2, C, carries -0.4144

The following is a quantum chemistry calculation of a structure of composition C26H39N6OReSSe, from the OMol25 dataset.

The calculation puts the energy above the lowest of the compared OMol25 structures with the same formula, charge and spin at 195.2 kJ/mol. As for the LUMO energy (spin up / spin down): -9.4 / -9.9 eV.

```
! RIJCOSX wB97M-V def2-TZVPD def2/J DEFGRID3
* xyz 3 4
Re -0.19172 -0.12672 -0.12673
C -0.32446 -1.24508 2.74793
C -1.38578 -1.94290 1.93542
N -1.86479 -1.06259 0.80932
C -2.95408 -0.08626 1.17724
C -2.44512 1.12452 1.92430
S -0.93910 1.79049 1.12279
C 0.29880 1.76810 2.48006
C 1.29538 0.61359 2.36995
N 0.63904 -0.60411 1.81188
H -0.75007 -0.48203 3.39290
H 0.19304 -1.95725 3.38843
H -0.97284 -2.84503 1.48184
H -2.23328 -2.23256 2.55594
H -2.29861 -1.69616 0.14402
H -3.39271 0.24321 0.24378
H -3.71348 -0.60040 1.76844
H -3.19912 1.90671 1.88423
H -2.21263 0.93135 2.96792
H 0.82944 2.71686 2.42794
H -0.26412 1.76944 3.41234
H 2.11906 0.86889 1.70774
H 1.72662 0.39592 3.34657
H 1.40226 -1.27769 1.62377
C 2.29303 -3.19527 -2.17600
C 1.05917 -2.38631 -2.00532
O 0.89222 -1.70497 -0.94062
N 0.15979 -2.38543 -2.97044
C -1.03561 -1.54617 -2.97162
C -0.68288 -0.09370 -3.17819
C -0.60565 0.45230 -4.43630
C -0.19340 1.77038 -4.59677
C 0.11845 2.51962 -3.47483
C -0.00988 1.93649 -2.23854
N -0.38682 0.63901 -2.07840
H 2.69845 -3.44800 -1.20026
H 3.03802 -2.58450 -2.69520
H 2.10575 -4.09033 -2.76804
H 0.35738 -2.94421 -3.78817
H -1.56387 -1.67928 -2.03178
H -1.68865 -1.89100 -3.76719
H -0.87189 -0.15278 -5.29552
H -0.12567 2.20541 -5.58655
H 0.43968 3.54957 -3.54991
H 0.16898 2.51292 -1.34150
Se 3.66567 -2.07069 1.23478
C 4.17531 -3.54309 2.24083
C 4.59532 -3.37564 3.57769
C 4.97115 -4.47409 4.32493
C 4.93405 -5.74573 3.75745
C 4.53088 -5.92551 2.43454
C 4.16112 -4.83454 1.67408
H 4.63529 -2.38157 4.00371
H 5.30009 -4.34671 5.34833
H 5.23124 -6.60379 4.34736
H 4.52050 -6.91813 2.00169
H 3.86883 -4.96446 0.64030
N -2.85201 1.84556 -1.13826
C -3.45251 2.74298 -1.59164
N -4.11896 3.74317 -2.09338
C -3.49516 5.08116 -2.27485
C -3.33160 5.36668 -3.75782
C -4.67781 5.24184 -4.47822
C -5.30874 3.86512 -4.24705
C -5.43719 3.55882 -2.76411
H -2.55210 5.10624 -1.73329
H -4.16641 5.81335 -1.82411
H -2.61916 4.64808 -4.18206
H -2.91400 6.36657 -3.88402
H -4.54617 5.41161 -5.54540
H -5.35463 6.02130 -4.11630
H -4.69655 3.09067 -4.72145
H -6.30091 3.81811 -4.69692
H -5.78200 2.54396 -2.58315
H -6.13833 4.24828 -2.29198
*
```

Mulliken population analysis, charges in e, atoms 1 to 2: number 1, Re, carries 1.4100; number 2, C, carries -0.5354

The following is a quantum chemistry calculation of a structure of composition C26H40As2BBr2KN6, from the OMol25 dataset.

The calculation puts the energy above the lowest of the compared OMol25 structures with the same formula, charge and spin at 19.3 kJ/mol. As for the LUMO energy: 0.2 eV.

```
! RIJCOSX wB97M-V def2-TZVPD def2/J DEFGRID3
* xyz 0 1
K 0.83618 -0.84159 0.46427
C -1.42652 -0.01637 -2.88171
C -0.81812 1.20027 -2.26131
C -1.17923 2.54607 -2.43853
C -0.28460 3.25701 -1.66095
C -0.19052 4.73128 -1.44626
N 0.53731 2.36626 -1.06846
N 0.21037 1.10209 -1.43100
B 1.72358 2.68446 -0.11753
N 1.31664 2.51698 1.36527
N 0.60585 1.45105 1.79876
C 0.42786 1.61844 3.10246
C -0.33472 0.60987 3.90104
C 1.03719 2.80660 3.53102
C 1.59575 3.34872 2.39011
C 2.38798 4.60496 2.23817
N 2.97584 1.83378 -0.45599
N 3.09266 0.53225 -0.09520
C 4.27842 0.12236 -0.52279
C 4.73444 -1.28267 -0.29065
C 4.95099 1.16875 -1.17442
C 4.08406 2.24136 -1.11071
C 4.25741 3.62077 -1.65531
H -1.16637 -0.08778 -3.94004
H -1.06219 -0.91800 -2.38610
H -2.51545 -0.00588 -2.80501
H -1.97373 2.93948 -3.05162
H -0.98849 5.22278 -2.00115
H -0.29090 4.99075 -0.39146
H 0.76622 5.12657 -1.78985
H 2.01599 3.83504 -0.28084
H -0.60206 -0.24310 3.27383
H 0.25277 0.24773 4.74810
H -1.25562 1.03745 4.30389
H 1.06821 3.21589 4.52771
H 2.46443 5.09585 3.20736
H 3.39590 4.40177 1.87322
H 1.91894 5.29273 1.53389
H 3.94222 -1.86406 0.18166
H 5.00934 -1.76881 -1.22795
H 5.60607 -1.31354 0.36602
H 5.92698 1.15048 -1.63122
H 5.22327 3.68610 -2.15426
H 3.47677 3.86519 -2.37684
H 4.21997 4.37359 -0.86728
Br 2.94611 -1.02347 3.16452
C 2.07211 -2.42437 4.13709
Br 0.68843 -3.29071 3.09384
H 1.58871 -1.99961 5.00662
H 2.79595 -3.18427 4.39767
C -1.02061 -5.40343 -0.24932
As -0.78737 -3.61631 -1.01440
C -0.24352 -4.13690 -2.82541
C -2.68250 -3.21142 -1.34482
C -3.36180 -3.85923 -2.37721
C -4.68929 -3.57969 -2.65182
C -5.36681 -2.64037 -1.88741
C -4.70658 -1.99837 -0.85444
C -3.36873 -2.26829 -0.56937
As -2.49126 -1.34006 0.92217
C -3.78543 -1.77322 2.32714
C -3.07195 0.49888 0.58804
H -1.66366 -6.01948 -0.87711
H -1.46634 -5.31321 0.74089
H -0.04346 -5.87580 -0.15005
H -0.76614 -5.02156 -3.18645
H 0.82566 -4.34504 -2.80532
H -0.42347 -3.30364 -3.50355
H -2.84756 -4.59378 -2.98429
H -5.19581 -4.09092 -3.46057
H -6.40398 -2.41162 -2.09671
H -5.24462 -1.26848 -0.26063
H -4.80088 -1.51530 2.02834
H -3.52160 -1.21204 3.22348
H -3.73560 -2.83788 2.55158
H -4.14968 0.57074 0.44462
H -2.54980 0.90046 -0.27928
H -2.77960 1.08546 1.45979
*
```

Mulliken population analysis, charges in e, atoms 1 to 2: number 1, K, carries 0.9999; number 2, C, carries -0.8709

The following is a quantum chemistry calculation of a structure of composition C26H40BN6P2PtS2, from the OMol25 dataset.

As for the LUMO energy (spin up / spin down): -11.4 / -11.4 eV.

```
! RIJCOSX wB97M-V def2-TZVPD def2/J DEFGRID3
* xyz 3 1
Pt 0.15037 0.90437 0.82736
C 3.38930 1.55936 -0.23064
P 2.44759 0.41426 0.79213
C 2.98747 0.87855 2.47032
N 4.27320 1.05731 2.67057
C 4.67811 1.44709 3.89396
C 6.05459 1.63393 4.15777
C 6.44758 2.01614 5.40359
C 5.49819 2.23854 6.44107
C 4.16499 2.07783 6.22023
C 3.72163 1.67511 4.93903
N 2.40761 1.51778 4.69647
C 2.05731 1.13637 3.49028
P 0.30391 0.95464 3.14899
C -0.51001 2.41279 3.81256
C -0.32823 -0.58112 3.96711
C -1.51308 -1.12622 3.16408
C -0.76912 -0.19164 5.38920
C 0.80251 -1.60898 4.07837
C 2.99902 -1.32054 0.33782
C 3.56366 -1.28436 -1.08873
C 4.10402 -1.74810 1.31880
C 1.84621 -2.33069 0.38992
H 4.44601 1.32630 -0.09715
H 3.23122 2.57928 0.11130
H 3.11956 1.46487 -1.28206
H 6.76348 1.46239 3.35929
H 7.49891 2.15504 5.61690
H 5.84941 2.54210 7.41799
H 3.42956 2.24781 6.99460
H -0.17268 2.56333 4.83905
H -1.59273 2.27600 3.80386
H -0.23210 3.27987 3.21622
H -2.31663 -0.38952 3.06914
H -1.92503 -1.99102 3.68570
H -1.20940 -1.45029 2.16594
H -1.64972 0.45111 5.40018
H 0.03744 0.29044 5.94258
H -1.02620 -1.11204 5.91492
H 1.19824 -1.92929 3.11695
H 0.41695 -2.49607 4.58184
H 1.62378 -1.22074 4.68007
H 4.48623 -0.71322 -1.16580
H 2.84123 -0.90005 -1.81218
H 3.79405 -2.31183 -1.37496
H 4.93017 -1.04281 1.36153
H 4.49489 -2.70538 0.97120
H 3.71593 -1.89147 2.32774
H 1.29601 -2.35609 -0.55272
H 1.14087 -2.16231 1.20128
H 2.27380 -3.32466 0.52573
C 0.11584 6.28418 0.57320
N -0.97134 5.29900 0.54693
C -2.32487 5.58863 0.58053
C -2.98156 4.41118 0.60278
N -2.02838 3.39750 0.55181
B -2.36478 1.92506 0.58180
N -2.66706 1.26680 -0.79007
C -3.79206 1.51551 -1.52246
C -3.87468 0.56495 -2.50050
N -2.80835 -0.26430 -2.34180
C -2.52657 -1.44340 -3.17453
C -2.07324 0.17638 -1.30227
S -0.57134 -0.50348 -0.84378
C -0.82166 3.96974 0.53758
S 0.72665 3.18929 0.54073
H 0.53576 6.35355 1.57516
H -0.28605 7.24940 0.28103
H 0.89077 6.00137 -0.13562
H -2.68999 6.60095 0.58969
H -4.03485 4.20492 0.67060
H -3.28456 1.72139 1.32301
H -1.48676 1.26151 1.27260
H -4.46925 2.32234 -1.30413
H -4.60006 0.43483 -3.28537
H -3.08773 -1.34864 -4.09894
H -2.83839 -2.34421 -2.65071
H -1.46628 -1.49188 -3.40532
*
```

Mulliken population analysis, charges in e, atoms 1 to 2: number 1, Pt, carries 1.7563; number 2, C, carries -1.7617